Here is a 2-piece molecular cluster, C10H13O3 overall at a distorted geometry from the Open Molecules 2025 dataset. Energies are from wB97M-V/def2-TZVPD.

Values from the calculation:
- Total charge: -1
- E_HOMO: -0.1700 Ha
- LUMO: 3.2558 eV
- Multiplicity: 1
- Energy above the lowest of the compared OMol25 structures with the same formula, charge and spin: 0.242 eV

Positions of all 26 atoms, in Å:
O  -2.6613  -0.3500  0.5340
H  -2.0950  1.2178  0.7150
H  -2.7555  -2.9601  0.5328
C  0.2760  0.4626  1.0069
H  0.2270  3.5114  -0.3678
C  3.9887  0.7564  0.4117
O  -3.1647  0.1173  -1.6161
H  -2.2128  -4.0516  -0.6726
C  -0.2192  1.6899  0.5252
H  -0.4321  -0.2843  1.3212
O  -1.5069  2.0227  0.6375
H  4.2305  -0.2302  0.0136
H  -3.7802  -3.0925  -0.8257
H  4.2600  0.7350  1.4648
C  1.6060  0.1366  0.8343
H  2.7558  2.9977  -0.5410
H  -1.9823  -1.9582  -2.1991
H  -1.0119  -1.7871  -0.6422
C  0.6830  2.6117  0.0137
C  -2.7287  -3.1015  -0.5344
C  2.0446  2.3214  -0.0784
C  -2.6837  -0.5734  -0.7104
C  -1.9815  -1.9065  -1.1208
H  4.6194  1.4567  -0.1326
C  2.5183  1.1054  0.3721
H  2.0064  -0.8471  1.0585


Here is C12H30Cd2KN2O8S2 as an isolated structure at a distorted geometry from the Open Molecules 2025 dataset. Energies are from wB97M-V/def2-TZVPD.

Values from the calculation:
- Total charge: +1
- E_HOMO: -0.4166 Ha
- LUMO: -3.6405 eV
- Multiplicity: 1

Positions of all 57 atoms, in Å:
H  -0.8843  2.0952  -1.6826
C  2.6370  -4.1011  0.4514
C  2.8870  -2.5755  -1.3829
H  -2.6928  3.9648  1.6407
H  -0.5904  4.4325  2.6866
O  -0.8645  -1.0126  3.7427
H  2.5638  -1.6181  -1.7913
K  -3.4897  -1.3115  4.4885
H  3.5212  -3.6690  -3.1911
H  -2.8763  4.3036  -1.4056
H  -4.2588  3.0440  -2.5599
C  -0.0906  4.1169  -1.4192
H  1.3924  -0.2222  -0.1825
H  2.0407  -1.8171  1.7610
N  -1.9597  2.8940  -0.0489
H  -0.7006  2.7521  2.7081
C  2.1226  -4.4572  1.8461
O  -1.9645  -2.4342  -0.8751
H  2.4058  -5.5037  1.9917
H  -4.4692  1.7932  -1.3336
C  -3.7328  2.4373  -1.8176
H  -0.8115  4.7132  -1.9843
H  -3.9132  3.6515  -0.0695
H  2.7637  -4.0027  2.6048
H  3.5566  -1.8779  1.1523
S  -1.0391  -0.9297  2.3174
C  -0.5997  3.5695  2.0030
H  3.9342  -2.4088  -1.1170
C  -0.7538  2.8442  -0.9015
C  2.5248  -1.7746  0.7828
H  0.3640  3.6930  1.5165
O  -2.2164  -1.3261  -2.9621
C  2.6838  -3.6023  -2.4954
H  3.1129  0.0878  -0.2854
O  -0.3632  -1.9959  1.5701
H  2.3638  0.3364  1.2356
Cd  -2.4708  0.9302  0.8105
O  -2.2631  -0.0671  -0.8766
H  0.8246  3.9677  -1.9827
C  2.3321  -0.3165  0.3649
H  -1.6306  4.8800  0.6448
H  1.8825  -3.2461  -3.1466
H  -3.0456  1.8477  -2.4186
H  3.7292  -4.0615  0.4712
O  -0.2051  -1.2121  -1.6028
N  2.0967  -2.8460  -0.1350
C  -1.7766  3.8751  1.0538
H  2.3485  -4.9333  -0.1887
Cd  -0.0975  -2.7538  -0.1956
S  -1.6696  -1.1662  -1.6368
H  0.0095  2.3471  -0.2928
H  0.1984  4.7747  -0.5929
H  2.4727  -4.6074  -2.1449
O  -0.7672  0.3989  1.7145
H  1.0581  -4.3070  2.0022
C  -3.1445  3.4317  -0.8061
O  -2.4852  -1.0252  1.9648


Here is C10H30CuO10 as an isolated structure from the Open Molecules 2025 dataset. Energies are from wB97M-V/def2-TZVPD.

Values from the calculation:
- Total charge: +1
- E_HOMO: -0.4206 Ha
- LUMO: -2.9658 eV
- Multiplicity: 1
- Energy above the lowest of the compared OMol25 structures with the same formula, charge and spin: 0.000 eV

Positions of all 51 atoms, in Å:
C  -20.6079  -5.6273  -3.2813
H  -21.3071  -1.9034  -6.3459
O  -23.8450  -0.8910  -7.2534
C  -22.3100  0.5140  -1.8024
H  -21.4751  -3.4675  -0.6682
O  -21.1505  -1.1086  -5.8272
O  -21.0911  -2.9786  -1.4019
O  -23.3046  -3.2104  -4.8052
C  -25.3792  -2.4036  -3.8283
H  -23.3111  0.9475  -1.7528
C  -24.6459  -3.5793  -4.3964
H  -22.0725  -6.5760  -2.0098
C  -21.3310  1.6093  -2.1677
O  -21.7114  2.7613  -1.4321
C  -19.8913  -2.2988  -0.9551
H  -26.4311  -2.6534  -3.6671
H  -20.3003  1.3175  -1.9296
O  -24.8200  -1.9789  -2.5861
H  -22.9147  -5.7739  -4.5662
H  -21.3862  0.1293  -7.4653
H  -20.2753  -6.5207  -3.8121
H  -25.3471  -1.5506  -4.5034
H  -23.5942  -0.0561  -5.3696
H  -19.5618  -2.6893  0.0073
H  -23.5887  1.0520  -6.7205
C  -21.7372  0.0700  -6.4323
C  -22.0321  -5.8801  -2.8477
H  -18.6952  -3.5005  -2.2761
H  -18.4695  -1.5038  -3.6944
H  -22.0554  0.0968  -0.8216
C  -18.8163  -2.4510  -1.9905
H  -17.8766  -2.0674  -1.5871
H  -21.2115  3.5185  -1.7498
Cu  -21.2567  -2.2661  -3.7782
O  -19.2259  -1.7115  -3.1373
H  -23.3445  -1.7108  -7.2262
H  -19.9731  -5.4892  -2.4027
C  -23.2518  0.0600  -6.4071
H  -22.4838  -4.9475  -2.4764
H  -24.6014  -4.3691  -3.6380
H  -21.3879  1.7706  -3.2520
O  -20.5333  -4.4720  -4.1160
O  -22.2752  -0.4813  -2.8148
O  -22.8203  -6.4356  -3.8754
H  -23.1117  -0.9815  -2.7396
H  -24.9980  -2.6312  -1.9006
H  -20.1424  -4.7076  -4.9611
H  -23.1169  -3.7650  -5.5679
H  -21.3648  0.8996  -5.8403
H  -25.1890  -3.9603  -5.2624
H  -20.1196  -1.2363  -0.8198


Here is an isolated ion of composition C3HF2O2S and charge -1 at a distorted geometry from the Open Molecules 2025 dataset. Energies are from wB97M-V/def2-TZVPD.

Values from the calculation:
- Total charge: -1
- E_HOMO (alpha / beta): -0.1162 / -0.1162 Ha
- LUMO (alpha / beta): 3.8213 / 3.8213 eV
- Multiplicity: 1
- Energy above the lowest of the compared OMol25 structures with the same formula, charge and spin: 1.196 eV

Positions of all 9 atoms, in Å:
O  0.5806  1.5560  1.7211
S  0.8762  0.7597  -1.1032
F  1.4680  -0.3232  1.2995
O  -0.2384  0.4122  -1.9747
C  -0.7883  -0.2423  0.6954
F  1.4629  -0.6324  -0.8247
C  0.4411  0.5259  1.0647
H  -2.2435  -1.2145  -0.8136
C  -1.5584  -0.8414  -0.0644


Here is a 13-piece molecular cluster, C26H67BClN12O28 overall from the Open Molecules 2025 dataset. Energies are from wB97M-V/def2-TZVPD.

Values from the calculation:
- Total charge: -1
- E_HOMO: -0.2012 Ha
- LUMO: 0.9357 eV
- Multiplicity: 1

Positions of all 135 atoms, in Å:
H  -0.4778  -5.5106  -1.5666
H  1.4208  4.4500  0.0148
C  -0.2824  -0.0620  2.6681
C  4.2225  -3.2956  -1.6235
H  2.9680  -1.3405  6.5095
H  -1.4615  0.0280  -1.3943
H  5.2263  -0.8480  -1.4167
H  -7.3564  -2.9813  -0.9539
H  0.1195  -3.3489  -0.0938
C  -1.0593  0.6068  -3.4412
H  -2.0164  -2.8162  7.9468
O  2.0779  -2.3839  3.0867
H  -0.0083  5.8701  -4.4661
O  -2.8038  -5.0748  8.0053
H  2.3391  8.4670  -9.0340
C  -0.0509  -2.3666  0.3632
H  4.9466  1.3504  -3.4774
O  3.5262  5.3375  0.7776
O  -6.5406  -0.4732  0.7246
H  1.2416  -1.7129  6.8068
B  0.9211  -1.2634  -0.3768
O  0.8983  0.5443  8.0209
H  1.6756  -0.3780  5.7214
H  -5.7648  -4.3315  4.6028
H  1.3833  10.3287  -4.4480
N  1.2591  -6.5942  -1.1818
H  -4.3952  -1.5546  0.9159
C  -4.2233  -0.4861  0.9072
H  1.6722  7.1945  -10.1133
H  1.8604  -0.0448  1.2574
O  0.8486  5.8263  -8.0905
O  -5.5277  1.4203  0.7668
O  -0.5712  8.0750  -3.3554
O  2.4099  4.2014  -3.8570
H  -5.0995  -5.9177  4.1300
C  3.9623  1.0326  -3.1122
H  3.1992  -1.1724  -0.3814
H  4.7044  -3.0119  -0.6847
H  -0.3868  0.7170  3.4218
O  -3.2356  -4.4376  5.1713
H  -3.8008  3.5809  3.1491
H  4.4050  -4.3509  -1.8353
O  3.6747  6.4119  -1.0822
O  -4.0607  1.4513  4.6157
H  0.0774  10.5698  -3.2376
H  3.0337  6.8106  -9.0300
O  1.5205  8.0113  -3.8629
C  1.5502  -4.6085  2.8425
O  -1.9674  1.9172  4.8359
C  5.0730  -1.0173  -2.4891
N  3.1103  5.6566  -0.3153
H  -1.0694  0.4372  0.7231
H  -1.2312  1.6788  -3.5191
C  4.8728  -2.5023  -2.7611
O  1.9368  -6.1678  -2.0868
H  1.9843  4.5449  -1.6820
C  -5.1244  -4.8565  3.8997
H  0.1681  -2.4629  1.4366
C  2.1375  7.4101  -9.1566
C  -0.5957  0.2621  -2.0159
H  -3.3878  2.1253  2.2093
O  -6.3218  -5.3534  0.5723
O  1.6793  -7.0035  -0.1153
O  1.3386  -3.4026  4.8261
H  1.1667  -5.3974  3.4786
H  2.5243  -2.4948  0.5378
O  0.4053  3.5468  -3.4185
H  -2.0719  3.1724  2.8182
Cl  -0.2748  -2.3196  -2.8130
H  -1.0161  -3.1853  6.5036
H  1.4904  5.7395  -5.4380
H  1.4270  0.9727  -0.0984
H  0.1171  4.6324  -5.7493
C  -3.0692  2.7912  3.0049
H  -3.7607  -0.1455  1.8297
C  1.0678  0.1476  0.5215
N  1.9528  0.0050  7.7615
H  1.2973  -0.5892  -2.4685
O  3.8996  -0.3617  -2.9406
H  -0.2630  0.3715  -4.1506
H  5.9413  -0.6245  -3.0329
C  -0.1578  0.6054  1.2916
C  -1.2309  -3.4387  7.5365
C  3.5628  1.7943  -1.8634
N  -3.7452  -4.3220  4.0804
C  -7.7724  -3.8465  -0.4461
H  -1.1574  -0.7125  2.7280
C  0.6588  5.2034  -5.0025
H  -8.6949  -3.5751  0.0575
O  -3.2347  -3.7950  3.1100
C  0.4088  -0.8740  -1.8969
H  3.2473  1.2720  -3.9015
H  -0.3387  10.1147  -4.9110
O  -0.1639  2.0635  1.4736
N  1.1782  6.9917  -8.0978
N  -3.0295  1.9940  4.2634
H  2.3653  -2.6895  -2.4806
H  -5.4067  -4.6628  2.8740
N  -6.7968  -4.2363  0.6072
H  -0.1208  1.1627  -1.6288
H  0.7140  2.2757  1.8081
C  2.7141  -2.9916  -1.4955
H  4.2389  -2.5412  -3.6491
H  -3.6154  -0.1932  0.0569
N  1.6684  -3.3669  3.6532
N  -5.5359  0.2049  0.7911
O  2.9867  0.1686  8.3801
H  -2.2809  -3.3825  1.3256
N  0.4599  8.5839  -3.7457
O  -2.2276  -3.2716  0.3631
H  3.8829  2.8351  -1.9679
H  0.8786  -4.3807  2.0182
H  -0.3244  -3.3951  8.1329
H  4.0327  1.4012  -0.9622
C  1.9690  -0.9353  6.6063
H  0.6003  -0.6445  2.9316
H  1.1442  5.9382  -0.9491
O  0.7950  7.8334  -7.3096
H  -1.9568  0.0687  -3.7369
H  5.8322  -2.9510  -3.0349
C  0.3979  10.0230  -4.1189
H  -0.4343  -7.1539  -2.2643
N  1.2028  4.2379  -4.0114
C  -0.2155  -6.5516  -1.3880
N  -1.7013  -4.8473  7.5539
C  2.4270  -1.9476  -0.4102
H  -7.9049  -4.6882  -1.1147
H  2.1935  -3.8978  -1.1881
H  -0.6952  -6.9403  -0.4980
O  -1.4441  -2.0675  0.2156
O  -6.5358  -3.3880  1.4320
C  1.8060  5.0973  -0.7639
H  2.5410  -4.8346  2.4594
O  -0.9410  -5.6876  7.1198
H  2.4829  1.7964  -1.7310


Here is one molecule with the formula C7H14 from the Open Molecules 2025 dataset. Energies are from wB97M-V/def2-TZVPD.

Values from the calculation:
- Total charge: 0
- Structure (SMILES): C[C@@H]1[C@H](C)C[C@@H]1C
- E_HOMO: -0.3768 Ha
- LUMO: 1.1396 eV
- Multiplicity: 1
- Energy above the lowest of the compared OMol25 structures with the same formula, charge and spin: 0.629 eV

Positions of all 21 atoms, in Å:
C  -2.1173  0.8994  -0.5925
H  -0.3990  -1.8679  -0.5869
H  -2.4885  1.6346  -1.3140
C  0.5512  1.0645  -0.7540
H  -1.7243  -1.0582  1.3769
H  1.9184  0.0755  1.6011
H  -0.4770  0.1344  1.7521
H  -0.8190  0.0112  -2.0612
H  0.4937  1.7086  0.1330
H  -0.1123  -1.5916  1.8805
H  -2.8685  0.1028  -0.5163
C  2.2611  -0.3888  0.6693
H  3.1878  0.1130  0.3685
H  1.6052  -0.7360  -1.3468
C  -0.2131  -0.8704  -0.1691
C  1.2080  -0.2965  -0.4227
H  2.5051  -1.4356  0.8891
C  -0.6531  -0.8445  1.2897
C  -0.7774  0.3094  -1.0059
H  -2.0582  1.3883  0.3866
H  0.9772  1.6478  -1.5774